A structure of composition C45H52FN7O4PdSTe, computed with wB97M-V/def2-TZVPD.

The value obtained for the HOMO energy (alpha / beta) is -14.369 / -14.380 eV. Its expectation value of S² is 1.138. The calculation puts the gap between HOMO and LUMO (alpha / beta) at 5.3015 / 5.3462 eV. As for the spin multiplicity: 2. The total charge is +3. The value obtained for the LUMO energy (alpha / beta) is -9.0675 / -9.0339 eV.

Structure (XYZ):
```
112
Properties=species:S:1:pos:R:3:forces:R:3:lowdin_charge:R:1
Te 3.23373 -0.53061 -1.79670 -0.43 -1.51 0.33 2.0012
Pd 0.10329 -0.29683 -0.01995 -1.36 0.02 0.19 0.7710
S -0.11307 -0.09934 -2.45894 0.18 -0.38 0.76 0.7146
F -4.37769 -4.90425 -2.37059 -0.03 -0.09 0.07 0.0684
O -0.95137 -0.60682 3.87962 0.34 0.03 -0.09 0.0910
O -1.79228 -1.43322 0.02248 0.74 0.20 -0.46 -0.0922
O 0.24732 -0.91601 2.01219 0.93 0.86 -0.88 -0.1412
O 4.02252 -0.07481 0.36398 0.54 0.16 -1.47 -0.1016
N -0.98808 1.65886 -4.23069 0.03 -0.03 0.18 -0.1185
N -5.60247 -6.56607 -0.38922 -0.19 -0.06 -0.06 -0.0819
N -1.58613 2.30303 -2.23768 0.16 -0.19 -0.34 0.0424
N 1.95725 0.61190 -0.13551 -0.23 -0.07 0.54 -0.1329
N -7.98794 -7.61894 -0.33786 -0.10 -0.02 0.00 0.0713
N -1.03994 1.78000 0.00509 -0.13 0.51 0.13 0.0696
N -3.17785 -3.98047 2.91969 0.23 0.08 0.16 -0.0182
C 6.00685 0.18762 -5.09393 -0.04 -0.04 -0.07 0.0181
C 6.07574 -2.02796 -1.17443 -0.11 -0.07 0.02 -0.0353
C -2.98267 -3.38602 0.60237 -0.06 0.13 -0.04 -0.0518
C 2.76094 -4.60897 -0.27941 0.09 -0.01 -0.09 0.0106
C 6.65157 -0.96029 -7.22696 0.07 0.00 -0.01 -0.0221
C 4.89920 -1.86574 -5.65850 0.05 0.18 -0.06 0.0188
C -2.10835 2.88788 1.84147 0.03 -0.03 0.02 -0.0143
C 2.91902 0.44818 0.74321 -0.51 0.35 -0.09 -0.6592
C -2.06252 3.23512 -3.15852 0.03 0.08 -0.08 -0.0032
C -3.51309 -4.22006 1.60311 0.01 0.12 -0.26 -0.1144
C 4.88212 -2.91286 -0.91933 0.02 0.17 -0.13 -0.2704
C 3.10777 -2.88894 -4.22291 0.18 0.03 -0.04 -0.0302
C -4.71500 -5.53034 -0.08175 0.06 0.15 0.09 -0.1248
C -2.32397 -2.97989 3.21005 -0.12 -0.07 -0.01 0.0514
C -1.17955 2.00992 1.31998 -0.15 0.12 -0.04 -0.1024
C 1.04574 -2.90560 -0.87991 0.27 0.21 0.20 -0.0837
C -4.13828 -4.68776 -1.05840 0.13 0.12 -0.04 -0.1815
C -7.31171 -7.75941 -1.66518 0.20 0.06 -0.23 -0.0751
C 5.10735 -4.20480 -0.45718 0.02 -0.03 0.04 0.0175
C -5.08287 -4.11606 4.50113 0.09 -0.08 -0.05 -0.0492
C -2.80420 3.32175 -0.39889 -0.08 -0.01 -0.22 0.0145
C -2.11667 -2.25795 0.92080 -0.14 -0.14 0.50 -0.2874
C -5.63948 -7.79492 0.38637 0.03 0.04 -0.11 -0.1219
C 3.55272 -2.50798 -1.09020 0.06 -0.01 -0.01 -0.3206
C -2.94834 3.54365 0.95772 0.03 -0.02 0.02 -0.0171
C 4.14000 -1.82241 -4.49588 -0.32 -0.30 0.42 -0.2720
C 2.75526 0.92697 2.15604 0.16 -0.29 0.12 0.0337
C -1.69277 2.83129 -4.38189 -0.11 0.08 -0.02 -0.0026
C -3.76534 -4.72861 4.04179 -0.26 0.04 0.12 -0.1719
C -1.75728 -2.15089 2.29016 0.42 0.34 -0.17 -0.0227
C -0.75940 -1.11276 2.79214 -1.09 -0.44 0.00 -0.6017
C -4.38728 -5.25368 1.23825 -0.09 -0.14 0.11 0.0609
C 5.83997 -0.88700 -5.97084 -0.06 0.01 0.08 -0.2223
C -7.09112 -8.09736 0.77279 0.37 -0.11 0.22 -0.0633
C 2.47582 -3.34186 -0.75525 -0.15 0.06 -0.06 -0.2817
C -0.91063 1.33398 -2.92580 -0.15 0.38 0.13 -0.6015
C 4.07059 -5.06988 -0.14243 -0.05 0.03 0.00 -0.2284
C -3.32078 -3.64854 -0.72992 -0.04 -0.03 -0.04 0.0858
C -6.15222 -6.75651 -1.73211 0.01 0.04 0.02 -0.1204
C 4.32738 -6.46210 0.35079 0.01 0.01 0.01 -0.0250
C 4.37105 -0.74421 -3.64648 0.74 0.82 0.73 -0.3048
C 5.47289 1.43987 -2.98071 -0.02 -0.23 0.03 -0.0541
C -0.39851 0.88589 -5.31126 0.07 -0.09 -0.12 -0.0197
C -1.81531 2.44573 -0.83384 -0.06 0.09 0.55 -0.2302
C 5.27970 0.28120 -3.92059 0.06 0.09 0.03 -0.3095
H -5.22243 -8.61835 -0.20347 0.01 -0.02 0.04 0.1398
H 4.51022 1.91089 -2.74520 0.01 0.07 -0.01 0.0762
H -3.04328 -4.71226 4.85508 0.06 -0.02 -0.05 0.1300
H -4.92234 -3.10417 4.87174 -0.03 0.01 -0.02 0.0876
H 4.73544 -2.68610 -6.34756 -0.03 0.00 -0.01 0.1337
H 5.80215 -0.97432 -1.21829 0.17 0.01 0.02 0.0193
H 6.57607 -2.29483 -2.10678 -0.03 0.03 -0.02 0.1061
H 2.13458 1.81900 2.17907 -0.02 -0.02 -0.02 0.0954
H 2.26155 0.13833 2.72869 -0.05 0.04 -0.05 0.0909
H -6.52016 -5.80413 -2.10812 0.01 0.01 0.00 0.1346
H 6.52615 -0.05271 -7.81850 -0.03 -0.01 -0.01 0.0971
H -8.02615 -7.56750 -2.46209 -0.07 -0.01 0.06 0.1456
H 3.73402 1.12723 2.58407 0.02 0.03 -0.04 0.1032
H -2.90803 -3.02014 -1.50811 -0.02 -0.01 -0.02 0.1407
H 2.71920 -3.28312 -5.16013 -0.02 0.03 -0.01 0.0964
H 6.72342 0.96403 -5.33422 0.00 0.01 0.00 0.1365
H -3.46303 3.81869 -1.09344 -0.02 -0.01 0.02 0.1113
H -5.50086 -4.71016 5.31301 -0.02 0.01 0.00 0.0882
H -1.87235 3.27849 -5.34343 0.04 -0.02 -0.01 0.1428
H -2.58316 4.12916 -2.87698 0.00 -0.03 0.06 0.1287
H 3.88916 -7.19356 -0.32975 0.01 0.00 0.00 0.0940
H 5.93699 1.12081 -2.04261 0.03 0.03 -0.01 0.0819
H 0.68589 0.86011 -5.20985 -0.01 0.02 0.03 0.0928
H 3.86580 -6.60916 1.32810 0.02 -0.01 0.01 0.0941
H -0.51748 1.46138 1.98012 -0.02 -0.03 -0.01 0.0936
H -8.20518 -6.63187 -0.18967 -0.01 0.00 0.03 0.1886
H 6.13219 -4.52948 -0.31797 0.00 0.00 0.00 0.1358
H 2.26930 -2.48988 -3.64947 -0.09 -0.11 -0.05 0.0412
H -7.38129 -7.58207 1.68573 -0.09 0.04 -0.05 0.1388
H 0.35770 -3.68663 -0.56388 -0.01 -0.01 0.00 0.0938
H 6.79689 -2.13232 -0.36504 -0.01 -0.01 0.00 0.1061
H -2.09120 -2.82922 4.25697 -0.03 -0.02 0.02 0.1593
H 5.39135 -6.66994 0.43660 0.00 0.00 0.01 0.0862
H -7.23975 -9.16722 0.90849 -0.13 0.01 -0.06 0.1439
H 6.37667 -1.81706 -7.83749 0.00 0.01 -0.01 0.0856
H -5.41726 -7.13557 -2.44791 -0.03 -0.01 0.00 0.1405
H 0.87447 -2.02055 -0.21237 0.32 -1.22 -0.41 0.0035
H -5.80715 -4.07634 3.68646 -0.02 0.01 0.01 0.0753
H 3.54172 -3.71961 -3.66346 -0.04 0.02 0.03 0.0995
H -5.03441 -7.72082 1.28355 -0.01 0.00 0.01 0.1263
H -6.97592 -8.79056 -1.75016 -0.05 -0.02 0.07 0.1405
H -0.78061 -0.13312 -5.29710 -0.03 0.02 0.01 0.0913
H -0.66054 1.35738 -6.25372 -0.02 0.02 0.02 0.1044
H 6.11357 2.20022 -3.41999 -0.03 0.06 0.03 0.0977
H -8.87298 -8.12759 -0.32042 -0.01 0.01 -0.01 0.1922
H -3.89017 -5.76942 3.75170 0.10 -0.01 -0.01 0.1123
H -2.17169 3.03537 2.90984 -0.01 0.01 0.00 0.1255
H -4.84418 -5.84122 2.01972 -0.03 0.01 -0.03 0.1004
H -3.70696 4.22640 1.31517 -0.01 0.00 -0.01 0.1273
H 1.94104 -5.26713 -0.01595 -0.02 0.02 -0.01 0.1292
H 0.79382 -2.61764 -1.90239 -0.06 -0.04 -0.04 0.0364
H 7.71363 -1.03551 -6.98697 -0.01 -0.02 0.00 0.0997
```
Positions in Å, forces in eV/Å.